The molecule C5H6OS4 at a distorted geometry. Source: the OMol25 dataset; level of theory: the ωB97M-V functional and the def2-TZVPD basis.

HOMO-LUMO gap (alpha / beta) ... 7.199 / 6.860 eV
Lowest unoccupied orbital energy (alpha / beta) ... -0.023 / -0.033 hartree
Energy relative to the best compared isomer or geometry (same formula, charge and spin) ... 3.281 eV
Multiplicity ... 1
Maximum force ... 4.2 eV Å⁻¹
Highest occupied orbital energy (alpha / beta) ... -7.82 / -7.77 eV

```
16
C5H6OS4 (the ωB97M-V functional and the def2-TZVPD basis)
C -0.997 -0.744 -1.268
C -0.503 -1.822 -0.582
C -1.109 0.535 -0.714
C -0.391 0.922 0.325
C 1.218 -0.987 0.721
O 0.250 -1.929 0.506
S -2.327 1.678 -1.482
S -0.731 2.061 1.539
S 2.095 -0.558 -0.756
S 2.101 -1.116 2.154
H -1.296 -0.930 -2.289
H -0.670 -2.886 -1.051
H -1.974 2.617 -0.687
H 0.366 2.253 2.217
H 1.617 0.702 -0.824
H 2.352 0.203 2.190
```

Which charges does natural (NBO) predict for the atoms? In e, they are: -0.321 0.180 -0.278 -0.246 -0.050 -0.490 0.013 0.102 -0.016 0.123 0.242 0.196 0.115 0.119 0.167 0.145

A cluster of 2 separate species, C5H6OSe in total at a distorted geometry. Source: the OMol25 dataset; level of theory: the ωB97M-V functional and the def2-TZVPD basis.

HOMO-LUMO gap (alpha / beta) ... 8.159 / 6.752 eV
Lowest unoccupied orbital energy (alpha / beta) ... 0.036 / -0.076 hartree
Multiplicity ... 3
Maximum force ... 4.3 eV Å⁻¹
Highest occupied orbital energy (alpha / beta) ... -7.18 / -8.82 eV

```
13
C5H6OSe (the ωB97M-V functional and the def2-TZVPD basis)
C -1.866 -0.313 1.692
C -0.981 -0.445 2.802
C -1.161 0.385 0.766
C 0.199 0.051 2.375
C 2.044 0.070 -4.361
O 0.096 0.619 1.205
Se 2.144 -0.011 -2.599
H -2.814 -0.606 1.606
H -1.242 -0.909 3.650
H -1.532 0.601 -0.233
H 1.514 0.944 -4.761
H 2.488 -0.627 -4.990
H 1.110 0.243 2.849
```

Which charges does natural (NBO) predict for the atoms? In e, they are: -0.297 -0.315 0.071 0.103 -0.816 -0.388 0.377 0.213 0.215 0.204 0.224 0.216 0.194

The molecule C5H6OSi at a distorted geometry. Source: the OMol25 dataset; level of theory: the ωB97M-V functional and the def2-TZVPD basis.

HOMO-LUMO gap ... 8.684 eV
Lowest unoccupied orbital energy ... 0.003 hartree
Energy relative to the best compared isomer or geometry (same formula, charge and spin) ... 1.459 eV
Structure (SMILES) ... O=C[C@@]12[C@@H]3[C@H]1[C@]32[SiH3]
Multiplicity ... 1
Maximum force ... 3.6 eV Å⁻¹
Highest occupied orbital energy ... -8.60 eV

```
13
C5H6OSi (the ωB97M-V functional and the def2-TZVPD basis)
C -1.797 0.635 -0.476
C -0.368 -1.294 0.934
C -0.093 -1.536 -0.520
C -1.101 -0.544 -0.110
C 0.687 -0.535 0.243
O -2.355 1.398 0.285
Si 1.650 1.056 0.163
H -1.880 0.764 -1.578
H -0.548 -1.828 1.833
H 0.057 -2.333 -1.204
H 2.784 0.821 1.061
H 0.869 2.209 0.594
H 2.094 1.187 -1.224
```

Which charges does natural (NBO) predict for the atoms? In e, they are: 0.355 -0.222 -0.228 -0.109 -0.322 -0.527 0.880 0.121 0.254 0.250 -0.155 -0.141 -0.155

The molecule C5H6OSi at a distorted geometry. Source: the OMol25 dataset; level of theory: the ωB97M-V functional and the def2-TZVPD basis.

HOMO-LUMO gap ... 9.050 eV
Lowest unoccupied orbital energy ... 0.016 hartree
Energy relative to the best compared isomer or geometry (same formula, charge and spin) ... 2.340 eV
Structure (SMILES) ... O=C[C@]12[C@@H]3[C@H]1[C@@]32[SiH3]
Multiplicity ... 1
Maximum force ... 6.2 eV Å⁻¹
Highest occupied orbital energy ... -8.61 eV

```
13
C5H6OSi (the ωB97M-V functional and the def2-TZVPD basis)
C -1.966 1.713 -0.263
C -0.512 -0.366 -1.489
C 0.394 0.848 -1.473
C -0.788 1.106 -0.609
C 0.178 -0.027 -0.253
O -2.766 1.233 0.553
Si 0.427 -0.965 1.351
H -2.007 2.767 -0.737
H -1.271 -1.002 -1.845
H 1.096 1.419 -2.159
H 0.838 0.115 2.310
H 1.413 -2.020 1.251
H -1.039 -1.688 1.555
```

Which charges does natural (NBO) predict for the atoms? In e, they are: 0.353 -0.143 -0.185 -0.159 -0.427 -0.551 0.875 0.126 0.262 0.269 -0.140 -0.163 -0.117

The molecule C5H6S at a distorted geometry. Source: the OMol25 dataset; level of theory: the ωB97M-V functional and the def2-TZVPD basis.

HOMO-LUMO gap (alpha / beta) ... 9.512 / 6.543 eV
Lowest unoccupied orbital energy (alpha / beta) ... 0.039 / -0.072 hartree
Energy relative to the best compared isomer or geometry (same formula, charge and spin) ... 1.936 eV
Multiplicity ... 3
Maximum force ... 4.0 eV Å⁻¹
Highest occupied orbital energy (alpha / beta) ... -8.44 / -8.51 eV

```
12
C5H6S (the ωB97M-V functional and the def2-TZVPD basis)
C 1.515 1.146 1.195
C 1.375 -0.125 1.164
C -0.663 0.355 -0.271
C -1.006 -1.104 -0.580
C 0.907 0.451 -0.099
S -0.781 -1.997 0.956
H 1.992 2.068 1.305
H -0.888 0.915 -1.077
H -1.350 0.740 0.575
H -1.992 -1.247 -0.701
H -0.499 -1.505 -1.425
H 1.390 0.304 -1.041
```

Which charges does natural (NBO) predict for the atoms? In e, they are: -0.289 0.067 -0.429 -0.558 -0.201 0.112 0.243 0.195 0.222 0.228 0.212 0.197

A structure of composition C5H6S3 at a distorted geometry. Source: the OMol25 dataset; level of theory: the ωB97M-V functional and the def2-TZVPD basis.

HOMO-LUMO gap ... 7.718 eV
Lowest unoccupied orbital energy ... -0.025 hartree
Energy relative to the best compared isomer or geometry (same formula, charge and spin) ... 2.503 eV
Multiplicity ... 1
Maximum force ... 6.7 eV Å⁻¹
Highest occupied orbital energy ... -8.40 eV

```
14
C5H6S3 (the ωB97M-V functional and the def2-TZVPD basis)
C 0.869 -1.467 -0.012
C 0.090 -0.373 0.727
C -1.104 0.063 -0.102
C -0.618 0.954 -1.182
C 0.788 0.896 0.867
H 0.503 -2.447 0.528
H -0.116 -0.768 1.712
H -1.725 -0.829 -0.460
H -1.820 0.449 0.500
H -1.353 1.355 -1.643
H -0.058 0.426 -1.881
S 2.132 -1.621 -1.001
S 0.682 1.971 -0.278
S 1.732 1.392 2.227
```

Which charges does natural (NBO) predict for the atoms? In e, they are: -0.264 -0.412 -0.386 -0.493 -0.305 0.197 0.262 0.224 0.223 0.215 0.218 0.128 0.506 -0.112

The molecule C5H6S3 at a distorted geometry. Source: the OMol25 dataset; level of theory: the ωB97M-V functional and the def2-TZVPD basis.

HOMO-LUMO gap ... 9.643 eV
Lowest unoccupied orbital energy ... 0.020 hartree
Energy relative to the best compared isomer or geometry (same formula, charge and spin) ... 4.351 eV
Structure (SMILES) ... C#C[C@]1(S)[C@H](S)[C@@H]1S
Multiplicity ... 1
Maximum force ... 5.4 eV Å⁻¹
Highest occupied orbital energy ... -9.09 eV

```
14
C5H6S3 (the ωB97M-V functional and the def2-TZVPD basis)
C -0.329 -1.428 -0.292
C -0.265 -0.191 -1.164
C 0.664 -0.419 -0.096
C 0.580 0.525 1.065
C 0.443 1.447 1.849
H -2.421 -0.213 0.848
H -0.146 -2.403 -0.819
H 0.236 -0.304 -2.111
H -0.785 1.869 -0.815
H 2.741 0.476 -0.130
H 0.460 2.360 2.399
S -1.918 -1.671 0.727
S -1.613 0.860 -1.076
S 2.353 -0.907 -0.384
```

Which charges does natural (NBO) predict for the atoms? In e, they are: -0.295 -0.426 -0.300 -0.017 -0.216 0.189 0.262 0.242 0.132 0.160 0.242 -0.092 0.079 0.040

A cluster of 2 separate species, C5H6Si in total at a distorted geometry. Source: the OMol25 dataset; level of theory: the ωB97M-V functional and the def2-TZVPD basis.

HOMO-LUMO gap (alpha / beta) ... 8.090 / 7.411 eV
Lowest unoccupied orbital energy (alpha / beta) ... -0.025 / -0.003 hartree
Energy relative to the best compared isomer or geometry (same formula, charge and spin) ... 4.275 eV
Multiplicity ... 1
Maximum force ... 1.4 eV Å⁻¹
Highest occupied orbital energy (alpha / beta) ... -8.77 / -7.50 eV

```
12
C5H6Si (the ωB97M-V functional and the def2-TZVPD basis)
C -0.679 -2.783 -1.597
C 1.020 2.238 -1.815
C -0.575 -1.652 -1.198
C 0.414 1.300 -1.363
C 0.340 0.276 2.581
Si -0.592 0.039 -0.503
H -0.753 -3.776 -1.939
H 1.575 3.023 -2.244
H -0.400 -0.338 3.047
H 1.325 -0.139 2.493
H 0.271 1.335 2.729
H -1.945 0.477 -0.191
```

Which charges does natural (NBO) predict for the atoms? In e, they are: -0.131 -0.160 -0.535 -0.506 -0.579 1.073 0.231 0.233 0.174 0.176 0.175 -0.151

Number 1: E -50665.11622 eV. Number 2: E -72671.58109 eV. Number 3: E -15201.60399 eV. Number 4: E -15200.72269 eV. Number 5: E -16110.42351 eV. Number 6: E -37785.28983 eV. Number 7: E -37783.44212 eV. Number 8: E -13153.17551 eV.